Entry from OMol25: a molecular structure, C22H28FNS5SiTi (wB97M-V/def2-TZVPD).

XYZ file:
```
59
Properties=species:S:1:pos:R:3:forces:R:3
Ti 0.33203 0.46023 -0.05249 0.269 0.052 0.124
C -1.22451 1.43124 1.35104 -0.171 0.040 0.098
C -0.29055 0.75609 2.18317 -0.023 0.039 0.110
C 0.93651 1.46717 2.12488 0.011 -0.022 -0.076
C 0.78849 2.53121 1.21603 0.014 -0.005 0.027
C -0.54622 2.51044 0.73007 -0.091 0.036 -0.008
C -1.15240 3.56635 -0.14354 -0.016 0.021 -0.030
C 1.79790 3.57960 0.86971 0.042 -0.010 -0.043
C 2.12732 1.17536 2.97955 0.052 0.003 -0.026
C -0.53139 -0.44422 3.04566 -0.027 -0.085 0.054
C -2.69851 1.17261 1.26844 -0.102 -0.010 0.035
H -1.21854 4.51872 0.39178 0.009 -0.001 0.003
H -2.16249 3.29807 -0.45596 -0.003 -0.007 0.015
H -0.55549 3.73296 -1.04303 0.020 -0.007 0.013
H 1.77671 3.79616 -0.19961 -0.013 0.013 0.007
H 2.81308 3.26811 1.11682 -0.011 -0.015 0.013
H 1.59218 4.51134 1.40609 -0.004 -0.006 0.016
H 1.95374 1.54519 3.99558 0.010 0.006 0.003
H 3.02639 1.65754 2.59580 -0.007 -0.011 -0.021
H 2.33634 0.10751 3.03132 -0.036 -0.001 0.009
H -1.50163 -0.89698 2.83963 0.002 0.009 -0.016
H -0.50266 -0.18750 4.10937 -0.010 0.025 -0.008
H 0.22539 -1.21508 2.87874 0.017 0.029 -0.007
H -3.25258 2.00464 1.71468 0.018 -0.013 0.026
H -2.97468 0.26957 1.81101 0.025 -0.007 -0.015
H -3.06979 1.06001 0.24974 0.047 0.022 -0.010
C -3.75638 -1.52532 -0.61907 0.034 -0.069 0.005
Si -2.20007 -1.03892 -1.58777 0.300 -0.011 0.292
C -2.13476 -2.18970 -3.06645 -0.146 0.015 0.005
C -2.36433 0.72418 -2.23320 0.078 0.076 -0.035
N -0.76810 -1.15353 -0.59690 0.013 0.150 -0.718
C -0.15084 -2.42043 -0.58072 -0.176 -0.011 0.556
C -0.32194 -3.27407 0.51491 -0.037 -0.054 -0.031
C 0.28385 -4.51952 0.59138 0.039 0.045 -0.077
C 1.09891 -4.95273 -0.44574 -0.048 -0.047 0.107
C 1.29494 -4.12842 -1.54212 0.050 0.052 -0.107
C 0.68080 -2.89428 -1.59271 0.057 -0.101 0.018
F 0.91693 -2.11634 -2.66148 -0.007 0.092 -0.109
H -4.56161 -0.79548 -0.72836 -0.011 0.014 -0.024
H -3.53589 -1.61844 0.44544 0.007 0.010 0.000
H -4.13558 -2.49145 -0.96106 -0.001 -0.009 -0.004
H -3.10681 -2.15061 -3.56880 0.017 -0.018 -0.044
H -1.96108 -3.22434 -2.76368 -0.004 -0.014 0.017
H -1.36192 -1.90817 -3.77979 0.039 0.030 0.002
H -3.39911 1.07480 -2.22423 -0.022 -0.025 -0.037
H -2.00067 0.75795 -3.26298 -0.009 0.005 -0.005
H -1.77416 1.46340 -1.68415 0.014 -0.062 0.048
H -0.95206 -2.91874 1.32126 -0.007 0.004 0.002
H 0.12285 -5.13951 1.46426 0.019 -0.027 -0.008
H 1.58871 -5.91660 -0.40022 0.001 -0.007 0.003
H 1.94126 -4.41162 -2.36305 -0.003 -0.019 0.011
S 7.07833 2.77187 -1.04345 -0.121 -0.097 -0.049
C 5.57947 2.05083 -1.03507 0.257 0.070 -0.060
S 4.25685 2.57501 -1.99589 -0.009 0.177 0.026
C 3.05149 1.47304 -1.39048 -0.152 -0.216 0.090
C 3.48839 0.57739 -0.47476 -0.227 -0.024 -0.140
S 2.49775 -0.65460 0.27274 -0.033 -0.009 -0.091
S 5.17762 0.69415 -0.06379 0.052 0.022 0.174
S 1.40247 1.60393 -1.95858 0.016 -0.038 -0.110
```
Forces are in eV/Å.

HOMO-LUMO gap (spin up / spin down)   6.4 / 6.5 eV
Total charge   -1
Calculated total energy   -4139.90164 Eh
LUMO level (spin up / spin down)   2.449 / 2.448 eV
2S+1   2

---

Entry from OMol25: a molecular structure, C22H28GaN6O3PS2 in a non-equilibrium geometry (wB97M-V/def2-TZVPD).

XYZ file:
```
63
Properties=species:S:1:pos:R:3:forces:R:3
Ga 9.02377 6.73802 13.13102 0.381 0.915 -1.260
N 7.31238 5.46445 13.94468 0.714 0.496 -0.389
C 7.92505 4.67293 15.01025 1.241 -0.255 0.362
C 9.47317 4.90496 15.18081 1.512 -1.960 -0.168
O 10.11838 4.14662 15.91733 -1.243 0.869 -0.158
N 10.05270 5.84546 14.41603 -0.563 0.374 0.995
C 11.47068 6.29378 14.62826 -1.764 -0.467 -0.695
C 11.63774 7.54491 13.77450 1.068 2.109 -0.483
O 12.70463 8.17606 13.77832 -1.835 -1.325 -0.024
O 10.57520 7.97570 13.07003 0.250 -1.032 0.781
H 6.55137 6.00271 14.31368 -0.464 0.073 -0.126
H 7.00040 4.91778 13.14257 0.087 0.060 0.258
H 7.68067 3.60572 14.91979 0.456 0.315 -0.040
H 7.57334 4.98426 15.98067 -0.545 0.161 0.292
H 12.12754 5.50469 14.26410 0.228 0.112 0.147
H 11.68723 6.51685 15.68159 -0.102 -0.131 -0.333
S 10.38488 4.70228 8.21577 0.219 0.028 0.095
P 9.29842 5.99616 9.16092 -0.743 -1.008 -0.390
S 8.93888 5.44714 11.15130 -0.294 -0.079 0.819
C 7.63514 5.97464 8.35516 -0.838 0.738 -0.069
C 6.44770 5.53821 8.99300 0.787 0.159 -0.100
C 5.20973 5.57016 8.32987 0.890 0.605 0.468
C 5.09881 6.17565 7.08255 0.245 0.046 0.167
C 6.27126 6.61409 6.45120 0.083 -0.202 -0.249
C 7.53127 6.45794 7.01941 -0.528 -1.113 1.048
C 10.02078 7.62044 9.25232 0.623 1.817 -0.691
C 11.08010 7.77253 10.15704 -0.693 0.447 0.184
C 11.70788 9.03128 10.31598 -0.744 -1.026 0.472
C 11.47368 10.04493 9.42470 -0.982 -0.848 -1.094
C 10.51438 9.85227 8.39604 0.226 0.107 0.407
C 9.72976 8.71500 8.36406 -0.204 -0.904 0.360
H 6.50830 5.13987 10.02191 -0.033 0.303 -0.721
H 4.37244 5.23445 8.91624 -0.433 -0.164 -0.275
H 4.11903 6.29400 6.61130 0.422 -0.045 0.090
H 6.25055 7.04381 5.45583 -0.270 -0.109 -0.011
H 8.41238 6.49578 6.39474 0.172 0.633 0.124
H 11.29026 6.94238 10.84125 0.125 0.505 -0.301
H 12.20831 9.22667 11.25248 0.680 -0.198 -0.142
H 12.01984 10.94816 9.52043 0.239 0.830 -0.014
H 10.33016 10.59597 7.62557 0.094 0.143 0.304
H 8.87989 8.68660 7.65630 0.682 -0.251 0.445
C 6.50548 8.42896 12.14470 0.141 -0.048 -1.327
N 5.65949 9.60962 12.09526 0.557 0.639 0.978
C 6.52278 10.78589 11.74675 0.333 -0.168 0.214
N 7.62869 10.94738 12.70687 -1.008 -0.106 1.740
C 8.47204 9.75380 12.76113 -1.401 0.495 -0.884
N 7.61246 8.54545 13.11753 1.159 -0.466 0.515
C 7.04092 8.80517 14.49349 -0.469 -0.848 -0.521
N 6.16669 9.95045 14.52919 0.364 1.030 -1.452
C 5.12297 9.84438 13.46204 -0.667 0.135 -0.498
C 7.01593 11.12509 14.12154 0.061 0.050 -1.473
H 6.91406 8.26401 11.12186 0.023 -0.009 0.693
H 5.90463 7.55052 12.38417 -0.076 -0.006 0.149
H 5.99200 11.75369 11.76415 -0.323 -0.703 -0.039
H 6.91348 10.64450 10.72602 0.015 -0.059 0.375
H 9.19841 9.90181 13.55440 0.363 -0.285 -0.389
H 8.87205 9.61933 11.73167 0.261 -0.250 0.908
H 7.87919 9.01846 15.13949 0.256 -0.271 0.377
H 6.49210 7.88885 14.82395 0.397 0.753 -0.160
H 4.63258 10.83193 13.34269 -0.039 -0.636 0.684
H 4.35486 9.04793 13.68698 0.920 0.781 0.002
H 7.86930 11.29764 14.78248 -0.254 -0.339 0.179
H 6.38832 12.03208 14.13690 0.241 -0.417 -0.155
```
Forces are in eV/Å.

HOMO-LUMO gap   7.8 eV
Total charge   0
Calculated total energy   -4472.00399 Eh
LUMO level   -0.331 eV

---

Entry from OMol25: a molecular structure, C22H28GeN3O3RhS (wB97M-V/def2-TZVPD).

XYZ file:
```
59
Properties=species:S:1:pos:R:3:forces:R:3
Rh 0.30094 1.29051 0.45786 0.317 0.265 0.053
C 3.76048 -5.76718 -0.46907 0.041 -0.047 -0.037
O 2.62343 -4.95387 -0.27020 -0.062 0.020 0.043
C 2.82307 -3.63009 -0.02845 0.074 -0.094 -0.013
C 4.10369 -3.04037 -0.02353 -0.071 0.100 0.015
C 4.17155 -1.68976 0.19385 0.009 -0.078 -0.022
C 3.04838 -0.86984 0.43183 0.057 0.143 -0.054
C 3.24495 0.54080 0.66058 0.089 -0.223 0.244
C 4.59227 1.20687 0.47845 -0.004 -0.007 -0.031
O 2.34892 1.32953 1.00544 -0.569 0.107 -0.577
C 1.73944 -1.48465 0.45475 0.037 0.039 -0.091
O 0.63138 -0.87321 0.63788 -0.173 -0.068 0.263
C 1.69950 -2.88428 0.20615 -0.017 0.096 -0.062
H 3.38535 -6.77830 -0.60356 0.013 -0.005 -0.001
H 4.42774 -5.74209 0.39627 -0.009 -0.011 -0.006
H 4.31504 -5.46797 -1.36251 0.002 -0.006 0.012
H 5.00316 -3.61308 -0.18707 -0.010 0.019 -0.004
H 5.15534 -1.24810 0.19325 0.030 0.062 -0.023
H 5.46521 0.58557 0.63738 0.009 -0.061 0.069
H 4.63107 2.07239 1.13527 -0.017 0.006 0.001
H 4.62070 1.56850 -0.55293 0.032 0.014 0.007
H 0.73738 -3.36941 0.16941 0.047 -0.009 -0.041
C 1.27427 6.03574 -0.66649 -0.028 -0.039 0.020
N -0.02234 5.44048 -0.41098 -0.024 -0.007 -0.049
C -1.13032 6.08502 0.10923 -0.094 -0.109 -0.058
C -2.10846 5.16937 0.21563 0.042 0.183 0.007
N -1.59318 3.96012 -0.24181 -0.113 -0.164 0.077
C -0.29088 4.12615 -0.60675 0.085 0.095 0.121
S 0.77488 2.96594 -1.16412 -0.020 -0.099 0.112
C -2.37663 2.76896 -0.24964 0.102 0.224 0.011
C -3.67317 2.91328 -0.70083 0.025 -0.253 0.111
C -4.53975 1.84595 -0.50902 -0.070 0.061 -0.042
C -4.07714 0.72553 0.13499 0.041 0.032 0.017
C -2.73327 0.63601 0.52476 -0.168 0.098 -0.137
N -1.87084 1.64405 0.28190 0.399 -0.263 -0.164
H 1.18968 7.10899 -0.51671 0.032 0.003 0.008
H 1.58068 5.82808 -1.68970 0.011 0.011 0.010
H 2.01507 5.61533 0.01270 0.015 0.007 -0.017
H -1.11688 7.12994 0.35855 -0.011 0.010 0.018
H -3.10928 5.25047 0.59622 0.007 -0.002 0.004
H -3.98960 3.82893 -1.17625 0.024 0.025 0.000
H -5.56688 1.91375 -0.84248 -0.007 -0.031 -0.006
H -4.72963 -0.11056 0.34107 -0.016 -0.004 0.008
H -2.99199 -0.78036 2.03658 0.005 -0.038 0.004
C -1.46505 -3.58229 1.30294 -0.025 -0.073 0.072
Ge -2.22465 -2.22257 0.13728 -0.055 0.114 0.010
C -1.38642 -1.90794 -1.58925 0.098 -0.095 -0.040
C -4.08569 -2.77005 -0.19613 -0.030 -0.045 -0.035
C -2.27591 -0.57304 1.23612 0.007 0.014 0.135
H -1.28846 -4.51378 0.76415 0.027 -0.015 0.002
H -2.17883 -3.78589 2.10308 -0.008 -0.010 0.009
H -0.52994 -3.24264 1.74130 -0.052 0.004 0.056
H -0.91046 -2.81920 -1.95522 -0.018 0.003 -0.004
H -0.62197 -1.13899 -1.49860 0.003 0.047 0.008
H -2.14276 -1.60331 -2.31373 0.018 0.036 -0.004
H -4.09294 -3.79413 -0.57413 -0.004 -0.008 -0.002
H -4.57115 -2.14359 -0.94512 0.000 0.029 0.002
H -4.68066 -2.75083 0.71874 -0.001 0.003 0.012
H -1.28844 -0.43490 1.67065 -0.021 -0.008 -0.024
```
Forces are in eV/Å.

HOMO-LUMO gap (spin up / spin down)   6.6 / 6.8 eV
Total charge   0
Calculated total energy   -3830.75122 Eh
LUMO level (spin up / spin down)   0.358 / 0.420 eV